The following is a DFT calculation (ωB97M-V/def2-TZVPD) of one molecule with the formula C4H7NO2.

Structure (ORCA input):
```
! wB97M-V def2-TZVPD RIJCOSX def2/J DEFGRID3
* xyz 0 1
C -1.846 -0.735 0.610
C -0.545 -0.580 0.864
N 0.315 -1.497 1.447
O 0.123 0.608 0.625
C 0.182 0.948 -0.716
C 1.423 1.534 -1.195
O 1.054 0.184 -1.502
H -2.445 0.101 0.271
H -2.336 -1.690 0.761
H 1.245 -1.462 1.050
H -0.053 -2.438 1.490
H -0.782 1.171 -1.172
H 2.246 1.636 -0.491
H 1.420 2.220 -2.041
*
```

The SMILES is C=C(N)O[C@H]1CO1. The total energy is -9844.556 eV. The gap between HOMO and LUMO comes out at 9.55 eV. The calculation puts the HOMO energy at -0.312 hartree.

The following is a DFT calculation (ωB97M-V/def2-TZVPD) of one molecule with the formula C6H9NO2.

Structure (ORCA input):
```
! wB97M-V def2-TZVPD RIJCOSX def2/J DEFGRID3
* xyz 0 1
C -1.395 1.898 1.290
C -0.157 1.396 0.572
O 0.749 2.124 0.314
C -0.056 -0.040 0.094
C -0.624 -0.036 -1.341
O -1.034 -1.060 -1.844
N -0.310 -1.188 0.955
C 1.061 -0.967 0.477
C 1.761 -1.907 -0.514
H -1.595 1.178 2.143
H -2.308 1.866 0.683
H -1.171 2.848 1.716
H -0.737 0.943 -1.813
H -0.674 -1.919 0.379
H 1.732 -0.635 1.270
H 1.688 -2.917 -0.080
H 2.788 -1.676 -0.740
H 1.182 -1.944 -1.473
*
```

The SMILES is CC(=O)[C@]1(C=O)N[C@H]1C. The total energy is -11951.341 eV. The gap between HOMO and LUMO comes out at 10.17 eV. The calculation puts the HOMO energy at -0.358 hartree.

The following is a DFT calculation (ωB97M-V/def2-TZVPD) of a 2-piece molecular cluster, C2H3N2O2S overall.

Structure (ORCA input):
```
! wB97M-V def2-TZVPD RIJCOSX def2/J DEFGRID3
* xyz -1 1
C 0.302 0.065 -0.168
C -0.418 -1.089 0.122
N 1.470 0.081 -0.772
N 3.076 -0.160 0.706
O 4.075 -0.471 0.130
O -1.653 -0.879 0.705
S -0.019 -2.682 -0.200
H -0.207 0.987 0.156
H 1.811 1.025 -0.931
H -2.074 -1.751 0.738
*
```

The total energy is -20030.822 eV. The gap between HOMO and LUMO (spin up / spin down) comes out at 5.90 / 7.56 eV. The calculation puts the HOMO energy (spin up / spin down) at -0.076 / -0.141 hartree.

How do the records compare in energy above the lowest of the compared OMol25 structures with the same formula, charge and spin? In the order shown, they have 62.8 45.6 65.3 kcal per mole.